68
Properties=species:S:1:pos:R:3:forces:R:3:lowdin_charge:R:1 method="wB97M-V/def2-TZVPD" e_tot_ev=-83861.29513 homo_energy_ha=-0.3375 smiles="O=S(=O)(F)N(CCSc1nnco1)P(O)I.COCCOCCOC.COCCOCCOC" homo_lumo_gap_ev=9.0 charge=0 lumo_energy_ev=-0.161
O -3.9852 0.1054 1.5963 0.17 -0.43 -1.04 -0.24
S -2.8698 -0.3489 2.3522 -3.38 1.23 0.43 0.48
O -2.6720 0.3654 3.5503 1.52 -0.36 0.49 -0.29
F -1.6283 -0.2420 1.4038 0.15 -0.41 0.45 -0.14
N -3.1401 -1.9798 2.6484 3.11 1.02 -1.50 -0.44
C -3.5846 -2.6398 1.3687 -0.83 -0.73 0.51 -0.33
C -5.1229 -2.7969 1.3152 0.45 0.43 -0.84 -0.43
S -5.8670 -2.8900 2.9703 -0.17 0.04 0.03 1.00
C -7.4956 -2.3664 2.6039 0.58 0.63 -0.09 -0.69
N -8.5295 -3.0685 2.3746 -0.48 -1.23 -0.11 0.06
N -9.5790 -2.2090 2.1180 -0.37 -0.42 -0.09 0.06
C -9.0848 -1.0398 2.2107 0.09 0.74 0.07 -0.20
O -7.7851 -1.0294 2.5288 0.52 0.11 -0.01 0.04
P -1.7041 -2.9013 3.1511 -0.26 -1.72 0.95 0.48
O -0.6320 -2.8857 1.8900 -0.63 0.70 0.39 -0.38
I -0.5375 -1.7012 4.9407 -0.11 0.21 -0.29 0.48
H -3.2062 -2.1211 0.4901 -0.10 0.07 0.04 0.12
H -3.1517 -3.6442 1.3399 0.10 0.10 0.19 0.09
H -5.5098 -1.9569 0.7375 -0.24 0.10 0.39 0.08
H -5.3192 -3.6930 0.7247 -0.19 -0.07 0.23 0.08
H -9.5739 -0.0930 2.0614 -0.04 0.01 0.03 0.14
H 0.0364 -3.5319 2.1603 0.18 0.01 -0.28 0.04
C 2.3464 1.1401 0.5601 0.18 0.11 -0.05 -0.10
O 3.4477 0.8472 1.3939 -0.25 -0.25 -0.09 -0.20
C 3.0766 0.6509 2.7469 0.34 0.07 -0.06 -0.20
C 3.9641 -0.3922 3.4022 -0.09 -0.01 0.15 -0.17
O 3.7184 -1.7293 2.9700 0.07 0.18 -0.06 -0.13
C 4.1003 -2.0526 1.6380 -0.15 -0.19 -0.03 -0.18
C 5.5956 -2.1076 1.4003 0.02 0.19 -0.18 -0.20
O 6.1632 -0.8091 1.3633 -0.03 0.05 0.31 -0.20
C 7.4544 -0.7482 1.9277 -0.08 -0.01 -0.16 -0.11
H 1.9937 2.1634 0.7290 -0.15 -0.04 -0.02 0.09
H 2.6738 1.0477 -0.4744 0.05 0.08 0.01 0.09
H 1.5252 0.4320 0.7214 -0.05 0.05 0.04 0.08
H 2.0311 0.3324 2.8209 -0.03 -0.04 0.00 0.11
H 3.1905 1.6081 3.2728 -0.10 -0.08 0.19 0.13
H 3.7423 -0.3898 4.4724 -0.10 -0.07 -0.03 0.13
H 5.0191 -0.1367 3.3031 -0.02 0.09 -0.20 0.12
H 3.6052 -1.4013 0.9177 0.18 0.13 -0.01 0.12
H 3.7081 -3.0597 1.4699 0.06 -0.03 0.08 0.12
H 5.7872 -2.5856 0.4305 -0.06 -0.20 0.07 0.13
H 6.0606 -2.7115 2.1879 0.00 0.00 0.02 0.12
H 7.4681 -1.1922 2.9295 0.05 -0.05 -0.02 0.09
H 7.7328 0.3008 2.0147 -0.02 0.01 -0.09 0.09
H 8.1820 -1.2598 1.2880 0.09 -0.03 0.10 0.09
C 2.4024 2.0673 -5.6443 0.05 0.10 0.14 -0.11
O 1.4990 2.6978 -4.7643 -0.18 -0.27 -0.13 -0.20
C 0.5818 3.5590 -5.4183 0.14 0.04 0.25 -0.20
C -0.7632 3.5593 -4.7216 -0.10 0.08 0.02 -0.18
O -1.5272 2.3744 -4.9028 0.02 0.01 0.00 -0.12
C -1.0879 1.1886 -4.2556 -0.04 -0.11 -0.11 -0.18
C -1.2458 1.1940 -2.7495 0.26 -0.02 0.08 -0.20
O -0.2761 2.0245 -2.1325 -0.09 0.29 -0.11 -0.20
C -0.7649 2.7023 -0.9949 0.09 -0.19 -0.03 -0.11
H 3.1577 2.7755 -6.0028 0.01 -0.06 -0.12 0.09
H 2.9007 1.2698 -5.0945 0.02 0.06 0.05 0.09
H 1.8805 1.6200 -6.4975 0.02 0.05 -0.04 0.09
H 0.4429 3.2586 -6.4629 0.00 -0.03 0.00 0.12
H 0.9949 4.5760 -5.3950 -0.13 0.07 -0.15 0.13
H -1.3630 4.3534 -5.1732 -0.01 -0.05 -0.06 0.13
H -0.6639 3.8053 -3.6637 0.20 -0.09 0.03 0.12
H -0.0688 0.9335 -4.5486 0.10 0.10 0.18 0.12
H -1.7337 0.3984 -4.6475 -0.07 0.06 0.01 0.13
H -1.1051 0.1727 -2.3698 -0.18 -0.07 -0.08 0.13
H -2.2587 1.5265 -2.4964 0.00 0.02 0.00 0.13
H -1.6991 3.2287 -1.2196 -0.04 -0.04 0.06 0.09
H -0.0212 3.4388 -0.6945 0.06 -0.07 -0.01 0.09
H -0.9260 1.9965 -0.1727 -0.11 0.11 0.10 0.08